[1]
# C4H10N3

A gas-phase ion, C4H10N3 (charge +1) (ωB97M-V/def2-TZVPD, the OMol25 dataset).

The value obtained for the calculated total energy is -322.27725 a.u. The calculation puts the HOMO energy at -15.80 eV. The SMILES is CC[N@+](C)(N)C#N. Its multiplicity is 1. The strongest force on any atom is 4.2 eV/A. As for the gap between HOMO and LUMO: 12.323 eV. As for the charge: +1. The energy above the lowest of the compared OMol25 structures with the same formula, charge and spin comes out at 115.0 kcal per mole.

Last column: natural (NBO) charge in e.
Positions of all 17 atoms, in Å:
C  0.770882  -1.400943  1.241681  -0.6397
C  0.135542  -1.052490  -0.126541  -0.1844
N  -0.074876  0.431989  -0.494912  -0.1195
C  -0.877196  1.214665  0.520148  -0.4106
N  -0.796498  0.377955  -1.665957  -0.6259
C  1.248838  0.826584  -0.541221  0.3483
N  2.244276  1.376388  -0.541711  -0.1254
H  1.815592  -1.303685  1.087172  0.2381
H  0.352150  -0.926354  2.052669  0.2286
H  0.710799  -2.472493  1.207029  0.2640
H  -0.881697  -1.428630  -0.110406  0.2220
H  0.670588  -1.458768  -0.968708  0.2453
H  -1.874830  1.381326  0.180332  0.2392
H  -0.884265  0.942523  1.552925  0.2603
H  -0.329639  2.144968  0.452150  0.2491
H  -1.698885  0.428230  -1.355139  0.3799
H  -0.530779  0.918736  -2.489511  0.4308

Forces on atoms 1 to 3 (eV/Å):
0.76 -0.57 -4.04
-1.31 -1.02 1.80
0.77 -2.28 2.23

---

[2]
# C2H6N3

A gas-phase ion, C2H6N3 (charge +1) (ωB97M-V/def2-TZVPD, the OMol25 dataset).

The value obtained for the calculated total energy is -243.44858 a.u. The calculation puts the HOMO energy (alpha / beta) at -10.21 / -15.87 eV. Its multiplicity is 3. The strongest force on any atom is 12.0 eV/A. As for the expectation value of S²: 2.0188. As for the gap between HOMO and LUMO (alpha / beta): 6.922 / 7.059 eV. As for the charge: +1. The energy above the lowest of the compared OMol25 structures with the same formula, charge and spin comes out at 155.2 kcal per mole.

Last column: Mulliken spin population.
Positions of all 11 atoms, in Å:
C  -0.424842  0.075954  -1.254329  0.0672
C  0.098861  -0.201166  0.066112  -0.0859
N  0.984699  -0.490501  -1.188493  0.3195
N  0.088509  -0.798523  1.286603  1.1356
N  0.392787  0.646808  1.192507  0.5423
H  -1.242011  -0.601299  -1.516006  -0.0062
H  -0.543466  1.196993  -1.573924  0.0163
H  1.209965  -1.496702  -1.291629  -0.0139
H  -0.703170  -1.178327  1.811852  -0.0009
H  1.425534  0.794198  1.286037  -0.0227
H  -0.237566  1.549734  1.387360  0.0488

Forces on atoms 1 to 3 (eV/Å):
-0.24 -0.88 -1.43
1.91 0.77 2.32
-1.57 1.71 1.64

---

[3]
# H8O4Tl

A molecular structure, H8O4Tl (ωB97M-V/def2-TZVPD, the OMol25 dataset).

The value obtained for the calculated total energy is -476.67493 a.u. The calculation puts the HOMO energy at -27.07 eV. Its multiplicity is 1. The strongest force on any atom is 10.4 eV/A. As for the gap between HOMO and LUMO: 9.791 eV. As for the charge: +3. The energy above the lowest of the compared OMol25 structures with the same formula, charge and spin comes out at 77.7 kcal per mole.

Last column: Löwdin charge in e.
Positions of all 13 atoms, in Å:
Tl  13.048535  -15.495763  -3.346862  1.5457
O  14.426312  -16.760849  -3.866024  -0.0810
H  14.456094  -17.517610  -4.451401  0.1834
H  15.288852  -16.744130  -3.451327  0.1719
O  13.532759  -17.067820  -2.179571  0.0387
H  13.183203  -17.445923  -1.372669  0.1700
H  13.760269  -17.824274  -2.720166  0.1363
O  14.550106  -14.806392  -4.400516  0.0553
H  15.506574  -14.833643  -4.426078  0.1788
H  14.317703  -14.040885  -4.926088  0.1598
O  11.393443  -15.579267  -4.445568  0.1186
H  11.005274  -16.412913  -4.179859  0.1465
H  10.651903  -14.976725  -4.502985  0.1760

Forces on atoms 1 to 3 (eV/Å):
-3.96 3.64 3.12
6.11 -6.25 -5.65
0.26 -0.66 -1.29

---

[4]
# CH10O6

5 unconnected molecules or ions with the total composition CH10O6 (ωB97M-V/def2-TZVPD, the OMol25 dataset).

The value obtained for the calculated total energy is -495.55108 a.u. The calculation puts the HOMO energy at -10.90 eV. The SMILES is O=CO.O.O.O.O. Its multiplicity is 1. The strongest force on any atom is 1.4 eV/A. As for the gap between HOMO and LUMO: 11.438 eV. The energy above the lowest of the compared OMol25 structures with the same formula, charge and spin comes out at 15.5 kcal per mole.

Last column: natural (NBO) charge in e.
Positions of all 17 atoms, in Å:
O  -0.464796  2.421113  1.898691  -0.5706
C  -0.404029  1.230424  1.923841  0.6569
O  -0.119723  0.534678  0.819589  -0.7250
H  -0.551830  0.582003  2.798865  0.1175
H  -0.559599  -0.313526  0.685740  0.5206
O  -1.061101  -2.044923  -0.498380  -1.0017
H  -0.632731  -1.378562  -1.065108  0.5080
H  -1.256960  -2.811975  -1.039024  0.4887
O  0.430104  -0.194632  -2.047787  -0.9957
H  0.199544  0.740773  -1.914536  0.5076
H  1.315903  -0.151449  -2.428095  0.4794
O  -0.033252  2.502524  -1.624949  -0.9574
H  -0.212933  2.337761  -0.686770  0.4990
H  0.726880  3.092730  -1.596420  0.4801
O  0.697131  -1.961395  1.830749  -0.9703
H  0.523111  -2.016339  0.882149  0.4885
H  1.404281  -2.569209  2.061450  0.4745

Forces on atoms 1 to 3 (eV/Å):
0.27 0.24 0.18
-0.44 -0.75 0.06
0.03 0.72 -1.21

---

[5]
# C3H3NO2

C3H3NO2 in the gas phase (ωB97M-V/def2-TZVPD, the OMol25 dataset).

The value obtained for the calculated total energy is -321.31321 a.u. The calculation puts the HOMO energy at -11.80 eV. The SMILES is COC(=O)C#N. Its multiplicity is 1. The strongest force on any atom is 1.2 eV/A. As for the gap between HOMO and LUMO: 11.854 eV. The energy above the lowest of the compared OMol25 structures with the same formula, charge and spin comes out at 40.4 kcal per mole.

Last column: natural (NBO) charge in e.
Positions of all 9 atoms, in Å:
C  -1.125517  -0.325790  0.179816  -0.2753
O  -0.463929  0.771434  -0.477895  -0.4679
C  0.859428  0.911441  -0.531813  0.7144
O  1.410341  1.830215  -1.062337  -0.4926
C  1.537309  -0.218207  0.146475  0.1623
N  1.697156  -1.202050  0.732338  -0.2588
H  -0.430833  -1.049114  0.619569  0.2135
H  -1.745299  0.104036  0.965326  0.2019
H  -1.738658  -0.821963  -0.571476  0.2024

Forces on atoms 1 to 3 (eV/Å):
-0.20 -0.19 0.11
0.10 0.13 -0.07
0.08 0.27 -0.16

---

[6]
# C29H22AsF2N3O8S2Tc

A molecular structure, C29H22AsF2N3O8S2Tc (ωB97M-V/def2-TZVPD, the OMol25 dataset).

The value obtained for the calculated total energy is -5197.20017 a.u. The calculation puts the HOMO energy (alpha / beta) at -8.22 / -8.22 eV. Its multiplicity is 4. The strongest force on any atom is 1.8 eV/A. As for the expectation value of S²: 3.7827. As for the gap between HOMO and LUMO (alpha / beta): 7.844 / 6.134 eV. The energy above the lowest of the compared OMol25 structures with the same formula, charge and spin comes out at 31.4 kcal per mole.

Last column: Mulliken spin population.
Positions of all 68 atoms, in Å:
Tc  1.113195  -0.262795  -0.804013  2.9998
C  -4.996564  1.532327  5.346296  -0.0001
C  -4.236693  0.572391  4.471868  0.0007
C  -3.191349  1.014767  3.666773  0.0000
C  -2.528878  0.134993  2.825374  -0.0015
C  -2.918624  -1.190511  2.778922  0.0008
C  -3.934654  -1.661448  3.594073  0.0003
C  -4.581482  -0.777683  4.442032  -0.0002
S  -2.243069  -2.249366  1.519545  0.0017
O  -2.221607  -3.594573  2.037739  0.0025
O  -3.034928  -2.015212  0.337031  0.0038
N  -0.775581  -1.617417  1.211044  0.0563
C  0.382636  -2.232814  1.396354  0.0123
C  0.618733  -3.314344  2.297400  -0.0083
C  1.867952  -3.838498  2.436526  0.0097
C  2.932415  -3.301675  1.692484  0.0051
C  2.678770  -2.268085  0.846365  0.0162
N  1.442934  -1.729348  0.661654  -0.0460
H  -4.559205  2.528497  5.303996  0.0000
H  -5.000740  1.196507  6.383942  0.0000
H  -6.035040  1.600792  5.017631  0.0000
H  -2.903990  2.060029  3.686906  0.0004
H  -1.702558  0.442963  2.209687  -0.0013
H  -4.205051  -2.708716  3.549247  0.0000
H  -5.381124  -1.134978  5.080004  0.0000
H  -0.225325  -3.687024  2.850551  -0.0013
H  2.046568  -4.651314  3.128455  0.0009
H  3.935609  -3.692392  1.772264  0.0003
H  3.484362  -1.837660  0.271500  -0.0063
F  2.647524  3.175584  3.125892  -0.0019
C  1.743776  2.827986  2.204308  -0.0320
C  1.913056  1.649074  1.504707  0.0530
C  0.959077  1.266474  0.577301  -0.1396
C  -0.168302  2.084838  0.345554  -0.0527
C  -0.265675  3.277784  1.048036  -0.0201
F  -1.311292  4.102865  0.858637  -0.0017
C  0.670289  3.667632  1.985176  0.0518
C  -1.176887  1.537684  -0.571927  0.0380
C  -2.330067  2.162448  -1.013325  0.0069
C  -3.208496  1.467100  -1.833114  0.0134
C  -2.931138  0.156543  -2.171034  -0.0120
C  -1.759420  -0.407908  -1.708538  0.0222
N  -0.902020  0.263199  -0.940737  -0.1078
H  2.792594  1.042986  1.684522  0.0115
H  0.552381  4.591640  2.532496  0.0029
H  -2.545992  3.177168  -0.725446  0.0021
H  -4.105998  1.949812  -2.195096  -0.0004
H  -3.601812  -0.427308  -2.782399  -0.0001
H  -1.504932  -1.430131  -1.948562  -0.0042
O  2.814568  -2.855590  -2.788246  0.0031
As  3.679951  -1.336305  -2.602281  0.0120
O  5.215990  -1.782842  -2.340677  -0.0022
O  3.008465  -0.497651  -1.279167  0.0866
C  3.540099  -0.206380  -4.171784  0.0054
C  4.694059  -0.032106  -4.921446  -0.0019
C  4.714239  0.912352  -5.937262  0.0010
C  3.594541  1.692953  -6.195997  -0.0003
C  2.430528  1.500558  -5.469204  0.0011
C  2.410072  0.542672  -4.469418  0.0074
S  0.931235  0.326485  -3.521892  -0.0307
O  -0.188184  0.695077  -4.332059  0.0026
O  0.909397  -1.053665  -3.004542  0.0408
O  1.116686  1.222431  -2.336622  0.0002
H  3.497522  -3.541364  -2.802436  -0.0002
H  5.565949  -0.626772  -4.679184  0.0002
H  5.614401  1.055961  -6.519675  0.0000
H  3.622509  2.451329  -6.966454  0.0000
H  1.534593  2.079975  -5.649755  -0.0001

Forces on atoms 1 to 3 (eV/Å):
0.79 0.00 0.50
0.02 -0.08 -0.03
0.02 0.07 0.01

---

[7]
# C4H10N2

C4H10N2 in the gas phase (ωB97M-V/def2-TZVPD, the OMol25 dataset).

The value obtained for the calculated total energy is -267.87920 a.u. The calculation puts the HOMO energy at -8.47 eV. The SMILES is C=C(N)CCN. Its multiplicity is 1. The strongest force on any atom is 1.4 eV/A. As for the gap between HOMO and LUMO: 9.543 eV. The energy above the lowest of the compared OMol25 structures with the same formula, charge and spin comes out at 28.9 kcal per mole.

Last column: natural (NBO) charge in e.
Positions of all 16 atoms, in Å:
C  -1.944484  0.370089  -0.183558  -0.4658
C  -0.958167  -0.527848  -0.109673  0.1892
N  -0.899724  -1.411417  0.994643  -0.8810
C  0.280348  -0.402773  -0.942318  -0.4512
C  1.514664  0.043247  -0.126126  -0.1966
N  1.553138  1.481896  0.126560  -0.8588
H  -2.682571  0.365385  0.606676  0.1960
H  -1.991851  1.120522  -0.964645  0.1967
H  -0.151683  -1.272327  1.656284  0.3801
H  -1.755362  -1.843942  1.284949  0.3885
H  0.627350  -1.291689  -1.465325  0.2188
H  0.028005  0.359849  -1.679818  0.2046
H  1.527762  -0.480261  0.819839  0.1717
H  2.377901  -0.237678  -0.730675  0.1780
H  0.856656  1.998463  -0.384045  0.3643
H  1.618016  1.728483  1.097231  0.3655

Forces on atoms 1 to 3 (eV/Å):
0.04 -0.29 -0.17
0.32 0.76 1.16
0.34 -0.53 -0.94

---

[8]
# C4H11NO2

2 unconnected molecules or ions with the total composition C4H11NO2 (ωB97M-V/def2-TZVPD, the OMol25 dataset).

The value obtained for the calculated total energy is -364.23147 a.u. The calculation puts the HOMO energy at -9.84 eV. The SMILES is CNC=O.CCO. Its multiplicity is 1. The strongest force on any atom is 0.7 eV/A. As for the gap between HOMO and LUMO: 10.609 eV. The energy above the lowest of the compared OMol25 structures with the same formula, charge and spin comes out at 23.0 kcal per mole.

Last column: natural (NBO) charge in e.
Positions of all 18 atoms, in Å:
C  -1.600009  0.399478  -1.386998  -0.4231
N  -2.561835  -0.018945  -0.383077  -0.6106
C  -2.844496  0.763698  0.680680  0.5240
O  -2.374794  1.860104  0.864066  -0.6138
H  -1.661799  1.468246  -1.539144  0.2291
H  -1.802765  -0.116618  -2.317662  0.2021
H  -0.585482  0.134736  -1.080082  0.1930
H  -2.823383  -0.981234  -0.347302  0.3924
H  -3.496832  0.265843  1.412280  0.1066
C  2.634031  -0.531992  -0.466352  -0.6272
C  2.002867  -0.052574  0.822736  -0.0621
O  1.633300  -1.229774  1.551142  -0.7332
H  1.951147  -1.199630  -0.992316  0.2084
H  2.926262  0.288889  -1.104314  0.2120
H  3.484826  -1.153537  -0.195612  0.2146
H  1.108585  0.544798  0.665872  0.1619
H  2.724275  0.511585  1.414752  0.1590
H  1.286106  -0.953074  2.401334  0.4670

Forces on atoms 1 to 3 (eV/Å):
0.17 -0.42 0.16
0.07 0.39 -0.28
0.38 -0.56 0.24

---

- Among the records above, which one has the highest energy above the lowest of the compared OMol25 structures with the same formula, charge and spin?
  C2H6N3